No. 1
This record from OMol25 describes a molecular structure, C11H27ClIN2P2V at a distorted geometry. The level of theory is ωB97M-V with the def2-TZVPD basis set.

Calculated values
⟨S²⟩ = 2.168
total charge = +2
E_LUMO (alpha / beta) = -8.7 / -8.9 eV
E_HOMO (alpha / beta) = -13.8 / -12.4 eV
total energy = -2928.58703 a.u.
orbital gap (alpha / beta) = 5.10 / 3.45 eV
spin multiplicity = 3

```
45
Properties=species:S:1:pos:R:3:forces:R:3
C -0.8678 -0.2623 -2.7240 -2.79 0.58 2.42
I 2.3159 -0.7633 -3.1356 0.20 0.83 -0.31
H -1.0105 -0.0643 -3.7533 0.71 0.38 -1.14
H -1.5791 0.4280 -2.1752 0.09 -1.11 -0.72
H -1.1126 -1.3379 -2.4534 1.04 1.87 -0.07
V 0.7883 1.7231 1.5591 -0.44 0.15 -1.83
P 0.3777 2.6624 -0.6745 -1.19 0.13 -0.06
C -0.0810 3.8022 0.6636 -0.53 0.30 -1.03
C 1.9669 3.1400 -1.3231 0.83 0.66 0.28
H 1.9432 4.2303 -1.4381 0.41 -0.16 -0.16
H -0.6483 4.1296 -2.3335 -0.19 -0.90 0.16
H 2.2043 2.6661 -2.2841 -0.18 0.19 0.23
H -0.3618 2.5103 -3.0900 -0.18 0.67 1.15
H 0.7547 3.8046 1.3499 0.70 0.37 0.92
H 2.7440 2.8457 -0.6029 0.03 0.29 -0.25
C -0.6903 3.0250 -2.1427 -0.95 0.66 -0.34
H -0.1324 4.8106 0.2722 -0.26 0.38 0.37
H -1.7560 2.7277 -1.9476 0.90 0.45 -0.15
H -0.9822 3.4669 1.1953 0.07 0.51 -0.35
P 0.3357 -2.5453 -0.6908 1.47 -1.56 -0.64
C 0.0019 -3.5940 0.7543 -0.03 0.04 0.39
C -0.7697 -3.3173 -1.9112 -1.41 0.54 -0.72
H 1.9710 -3.1432 -2.3796 -0.04 -0.62 -0.16
H 1.5806 -4.5868 -1.4216 -0.06 -0.77 0.13
H 2.6594 -3.2880 -0.8141 0.89 -0.26 0.50
C 1.8017 -3.5452 -1.3917 -0.83 1.82 0.44
H -0.5805 -2.8618 -2.9140 -0.02 -0.65 0.60
H -0.6721 -4.3994 -2.0443 -0.07 0.16 0.32
H 0.1560 -4.6471 0.4828 -0.19 0.25 0.30
H -1.0240 -3.4095 1.0891 0.10 -0.23 0.04
H -1.8151 -3.0403 -1.6291 0.43 -0.53 -0.37
H 0.6744 -3.3064 1.5761 -0.16 -0.21 -0.22
Cl 0.5750 0.5064 -1.9676 1.33 -3.10 -1.53
C 1.0027 0.8065 3.5395 0.70 1.63 -0.17
C -0.3218 0.3509 3.1582 -2.47 -0.57 0.47
N -0.7267 0.2670 1.8767 0.46 -1.72 0.74
C -1.9551 -0.4451 1.8786 0.12 1.26 3.49
C -2.3589 -0.5427 3.2119 0.37 0.28 0.05
N -1.3053 0.0211 4.0022 -1.86 -1.44 0.85
H 1.4667 0.5205 4.4929 -0.46 0.01 -0.37
H 1.6457 0.4329 2.7114 0.87 -0.18 0.67
H 0.9497 1.9968 3.5624 0.58 -1.25 0.00
H -2.5497 -0.8561 1.0926 0.28 0.36 -0.81
H -3.2987 -0.9331 3.7031 1.45 0.48 -0.82
H -1.3156 0.0141 5.0698 0.27 0.03 -2.26
```
Positions in Å, forces in eV/Å.

=====

No. 2
This record from OMol25 describes a molecular structure, C30H44Cl2NPPbS at a distorted geometry. The level of theory is ωB97M-V with the def2-TZVPD basis set.

Calculated values
E_LUMO (alpha / beta) = -1.9 / -1.3 eV
E_HOMO (alpha / beta) = -7.0 / -7.0 eV
total energy = -3077.04723 a.u.
orbital gap (alpha / beta) = 5.02 / 5.66 eV

```
80
Properties=species:S:1:pos:R:3:forces:R:3
P -0.5428 0.0927 -1.4782 -0.45 -0.50 -0.29
C -2.3604 -0.4112 -1.2694 0.69 0.34 -0.15
C -3.1503 -0.8624 -2.4985 -0.19 -0.15 0.11
C -4.6328 -1.0195 -2.1370 0.04 0.07 -0.04
C -4.8565 -1.9398 -0.9320 0.04 -0.05 0.00
C -3.9857 -1.5672 0.2718 0.16 0.09 -0.08
C -2.5079 -1.4055 -0.1113 -0.26 0.07 0.00
C 0.3835 -1.4909 -1.9357 -0.34 0.67 0.30
C -0.2878 -2.4443 -2.9159 0.22 -0.27 -0.03
C 0.6899 -3.5626 -3.3022 -0.06 0.05 -0.02
C 1.2402 -4.3013 -2.0768 -0.06 -0.02 0.05
C 1.7982 -3.3575 -1.0070 -0.07 0.15 0.00
C 0.8240 -2.2244 -0.6604 0.16 -0.10 -0.11
C -0.6100 0.9223 -3.1500 -0.16 -0.45 0.07
C -1.4961 2.1752 -3.0519 0.17 0.04 -0.20
C -1.5434 2.9402 -4.3814 0.03 -0.09 0.05
C -0.1488 3.2648 -4.9270 0.02 -0.02 0.16
C 0.7596 2.0331 -4.9797 -0.06 -0.12 0.11
C 0.8026 1.2587 -3.6532 -0.10 0.20 -0.05
H -2.7805 0.5518 -0.9233 -0.06 -0.26 -0.02
H -2.7617 -1.8220 -2.8625 -0.17 0.21 0.06
H -3.0509 -0.1464 -3.3253 -0.04 -0.15 0.18
H -5.1777 -1.4014 -3.0083 -0.05 0.06 0.13
H -5.0410 -0.0254 -1.9089 0.01 -0.08 -0.02
H -5.9122 -1.9091 -0.6414 0.06 -0.08 -0.05
H -4.6369 -2.9752 -1.2244 0.01 0.07 0.00
H -4.3330 -0.6159 0.6985 0.02 -0.11 -0.04
H -4.0765 -2.3265 1.0574 -0.09 0.09 -0.06
H -1.9524 -1.0315 0.7593 -0.02 -0.24 -0.23
H -2.0928 -2.3832 -0.4005 -0.12 0.19 0.05
H 1.2923 -1.0892 -2.4140 -0.09 -0.17 0.17
H 1.5234 -3.1218 -3.8657 -0.07 -0.04 0.04
H -0.6295 -1.9195 -3.8203 0.06 -0.13 0.22
H -1.1719 -2.8939 -2.4407 0.20 0.05 -0.10
H 0.1836 -4.2692 -3.9702 0.15 0.01 0.03
H 2.0227 -5.0007 -2.3906 -0.11 -0.01 0.03
H 0.4354 -4.9021 -1.6335 0.02 0.04 -0.04
H 2.0434 -3.9170 -0.0969 0.05 -0.01 -0.13
H 2.7326 -2.9062 -1.3694 -0.09 -0.05 0.04
H 1.3205 -1.5105 0.0104 -0.23 -0.27 -0.10
H -0.0560 -2.6281 -0.1373 0.22 0.04 -0.11
H -1.0665 0.2049 -3.8564 0.10 0.35 0.01
H -2.5219 1.9121 -2.7563 0.26 0.02 -0.01
H -1.0991 2.8269 -2.2585 -0.03 -0.08 -0.11
H -2.0847 2.3325 -5.1196 0.04 0.04 0.06
H -2.1176 3.8629 -4.2429 0.03 -0.06 -0.10
H 0.3174 4.0266 -4.2890 -0.03 -0.05 -0.02
H -0.2373 3.6985 -5.9290 0.03 0.02 0.10
H 1.7782 2.3274 -5.2545 -0.10 -0.01 -0.06
H 0.3976 1.3555 -5.7648 0.03 0.06 0.05
H 1.3892 0.3418 -3.8046 -0.16 0.21 0.05
H 1.3304 1.8392 -2.8815 -0.08 -0.02 -0.14
Pb 1.0976 1.7741 1.9514 -0.60 -0.08 -1.23
Cl 2.3432 0.8188 -0.1231 0.41 0.36 0.68
Cl -1.4545 1.3700 1.6938 0.42 0.23 0.46
C 1.8448 0.8753 3.8276 0.27 -0.41 1.03
H 2.6095 1.3949 4.4208 -0.10 0.02 -0.44
C 1.5728 -0.4362 4.2625 -0.27 -0.82 0.12
C 2.4314 -1.0858 5.2313 -0.48 0.23 -0.42
C 2.2584 -2.4236 5.5499 -0.06 0.07 -0.01
C 1.2348 -3.1792 4.9481 0.10 0.46 -0.07
C 0.3482 -2.5604 4.0501 0.05 -0.01 0.18
C 0.4723 -1.2165 3.7401 0.64 0.30 0.05
H 3.2327 -0.4923 5.6852 -0.25 -0.30 -0.17
H 2.9292 -2.8960 6.2742 -0.25 0.16 -0.28
H -0.4529 -3.1480 3.5986 0.17 0.21 0.16
H -0.2597 -0.7181 3.0934 0.30 -0.28 0.13
H 1.1230 -4.2329 5.1910 0.02 0.19 -0.06
S 1.8080 4.4599 2.2252 0.03 0.09 -0.03
C 2.3417 4.3449 3.8312 0.83 0.21 -0.55
N 3.7056 4.2875 4.0581 -0.35 -0.12 0.81
C 4.2499 4.2176 5.3107 -0.71 0.23 -0.03
C 3.4185 4.2394 6.4141 0.73 -0.05 -0.31
C 2.0243 4.2856 6.2293 -0.32 0.08 -0.82
C 1.4939 4.3422 4.9473 0.16 -0.19 0.99
H 4.3156 4.3163 3.2400 -0.36 -0.08 0.24
H 5.3363 4.1771 5.3537 -0.31 0.01 0.07
H 3.8499 4.2380 7.4115 -0.06 -0.10 -0.26
H 1.3593 4.2875 7.0898 0.14 0.00 -0.15
H 0.4242 4.3744 4.7546 0.26 0.01 0.13
```
Positions in Å, forces in eV/Å.

=====

No. 3
This record from OMol25 describes a molecular structure, H41O20 at a distorted geometry. The level of theory is ωB97M-V with the def2-TZVPD basis set.

Calculated values
⟨S²⟩ = 0.750
energy above the lowest of the compared OMol25 structures with the same formula, charge and spin = 85.96 kcal/mol
E_LUMO (alpha / beta) = -0.2 / -0.3 eV
E_HOMO (alpha / beta) = -2.3 / -10.1 eV
total energy = -1529.11020 a.u.
orbital gap (alpha / beta) = 2.06 / 9.80 eV
spin multiplicity = 2

```
61
Properties=species:S:1:pos:R:3:forces:R:3
O 0.1713 -2.8002 3.1653 0.63 2.75 1.56
H 0.7612 1.1315 2.0719 -0.25 0.88 0.08
O -2.3313 -3.9848 -1.1375 1.61 0.31 -0.26
H -3.2243 -4.2248 -0.8752 0.37 -0.94 -0.48
H 4.1930 3.1615 -1.6614 -0.60 -1.27 -0.78
O -2.5813 0.6673 -4.2404 -3.91 -0.62 -0.16
H -3.6001 0.6859 -4.0704 2.40 0.90 0.55
H -2.7990 0.0297 -4.9407 1.51 -0.29 -0.43
O -3.3203 2.2270 -1.6164 2.89 -1.25 1.89
H -2.5512 1.7114 -1.9701 -0.92 0.71 0.57
H -2.2103 -3.0569 1.3225 -0.51 0.12 0.58
O 2.8151 -0.3882 -4.6879 -1.82 -1.78 -2.59
H 3.3280 2.5710 3.7790 0.64 0.20 -0.68
H -3.8285 2.3494 -2.3607 -1.96 0.72 -2.62
O 2.4522 2.1886 3.9334 0.36 0.31 -1.09
H -2.0688 -0.8001 5.3102 -0.34 0.14 -1.23
H 3.3728 0.3173 -4.4702 1.37 1.78 0.39
O -4.2235 -1.6415 -2.4581 -0.69 0.44 1.63
H 1.5661 2.4413 3.0430 -1.32 -1.62 0.44
H -1.9618 -1.3069 3.8553 0.40 -1.44 -0.83
O 2.1981 0.3189 -0.4760 3.25 -1.48 1.56
H 1.9344 0.3181 -1.3661 -1.23 0.54 -1.95
H 2.2692 1.9417 0.2359 0.00 0.42 -0.15
O -3.1836 0.0682 0.6017 -5.41 -0.24 -0.36
H -3.4428 -0.0929 1.5128 0.37 0.11 0.08
H 2.6859 -0.3655 -5.6928 0.42 0.08 2.32
O 2.2052 2.8222 0.6669 1.11 -0.54 0.60
H 0.6410 2.6604 1.6148 0.26 -0.92 -0.22
H 1.8372 3.4469 0.0590 -0.49 0.51 -0.89
O 0.9808 -2.0672 -0.4267 -1.66 -0.03 -1.00
H 0.3971 -2.0446 -1.2528 1.80 -0.76 1.46
H -4.5715 -1.7128 -1.5264 0.48 -0.19 -1.35
O 0.3642 4.2567 -0.7356 0.16 -0.41 -1.83
H 0.2603 3.8459 -1.6514 -0.24 0.72 2.03
H -0.4965 4.3554 -0.3152 -0.14 -0.19 -0.39
O -0.0227 0.8817 4.2001 -1.95 -3.03 1.88
H 0.4227 0.3813 4.9345 -0.48 0.63 -0.94
H -0.9424 0.3415 4.1209 2.52 1.81 0.28
O -0.3609 -0.0126 0.6898 0.17 -0.25 -1.57
H -1.7265 -4.6607 -1.5491 -1.91 0.61 0.87
H 0.1141 -0.3942 -0.0908 -0.38 0.67 0.33
O 0.5429 2.0412 2.3736 1.17 2.07 -0.10
H 1.7856 -2.6011 -0.5052 -0.42 -0.22 -0.72
H -0.2965 -2.8558 2.3729 -1.02 -0.59 -1.97
O -2.8789 -2.4184 1.6535 0.44 0.00 -3.07
H 0.2419 0.8579 -2.9213 -0.84 -0.30 0.27
H -3.0573 -1.9886 0.7279 0.20 -0.41 2.57
O 0.2663 1.0125 -1.9689 0.51 0.65 -0.20
H -0.4861 0.7073 -1.4505 -0.21 -0.02 -0.74
H 0.2037 -0.5163 1.2599 0.21 -0.64 1.58
O -2.2834 -0.5884 4.3673 -0.41 0.85 1.91
H 0.3986 -3.6262 3.5108 0.34 -2.05 0.40
H -4.0693 -0.6864 -2.4687 0.24 -0.14 -0.13
O 4.4250 2.2909 -2.0943 0.91 1.99 1.30
H 2.4334 2.2268 4.8978 -0.91 -0.06 0.95
H 5.3444 2.3210 -1.7531 -0.36 -0.82 -0.55
O 3.3964 -3.8177 -1.1356 -1.80 2.36 0.34
H 4.0269 -3.0925 -1.1657 0.42 -0.54 -0.11
H 3.7834 -4.6510 -1.2216 1.37 -1.69 -0.20
H 2.9949 -0.2917 -0.5675 -1.23 1.26 0.85
H -2.2944 0.1096 0.5438 4.88 0.20 0.29
```
Positions in Å, forces in eV/Å.